Here is C32H36CrN5O3Si as an isolated structure at a distorted geometry from the Open Molecules 2025 dataset. Energies are from the ωB97M-V functional and the def2-TZVPD basis.

```
78
Properties=species:S:1:pos:R:3:forces:R:3
C -1.393 2.470 3.578 0.33 -0.01 0.07
H -0.125 -0.400 -3.755 0.00 0.03 0.06
C -2.787 -2.188 -2.286 0.21 0.03 0.06
H -5.161 3.797 -2.863 -0.09 -0.03 0.00
C 4.420 -0.187 0.921 -0.26 0.01 -0.28
H 0.762 -3.583 3.523 -0.08 -0.16 0.25
C 3.277 0.654 2.821 0.05 -0.08 -0.24
H -0.926 -4.014 -1.805 0.01 0.03 -0.01
C 2.151 0.870 2.022 0.41 -0.24 -0.02
H -3.963 1.681 -2.375 -0.04 -0.12 0.00
H -2.224 -3.926 2.584 -0.08 -0.17 0.25
C 0.935 2.059 3.869 0.17 -0.20 -0.25
H -2.189 -0.344 3.584 -0.24 0.09 -0.07
C -2.474 1.859 1.403 0.04 -0.02 -0.09
H 0.852 0.507 -4.917 -0.01 0.02 -0.06
H 1.625 -2.080 3.229 0.09 0.20 0.11
C -2.181 5.072 -1.913 -0.13 0.12 -0.05
H 2.515 -4.105 -0.566 0.06 -0.04 0.05
C 2.947 -0.633 -3.940 0.62 -0.21 0.21
C 3.196 -0.237 -1.255 -0.03 -0.22 -1.55
H 5.211 -0.946 -1.488 0.10 -0.04 0.07
C -2.152 2.665 -1.812 0.00 0.50 -0.02
H -0.569 -0.316 4.248 0.20 0.13 0.05
H 5.304 -0.594 0.465 0.10 -0.03 -0.10
C 1.541 -4.279 -1.016 -0.05 0.37 0.13
O -0.257 1.542 -0.910 0.59 1.06 0.17
H -2.914 -1.597 -3.191 -0.05 0.02 -0.01
H 1.670 -4.587 -2.051 0.04 -0.07 -0.06
H 1.030 -5.079 -0.486 -0.04 -0.08 0.06
Cr 0.525 -0.135 -0.389 -1.75 -1.32 0.74
C -2.047 -3.200 1.797 0.64 0.42 0.34
H -1.754 -3.744 0.904 0.14 -0.04 -0.16
C -1.517 3.895 -1.635 0.04 -0.34 -0.04
C 0.923 -2.791 2.799 -0.66 0.22 -0.23
H -3.544 -1.856 -1.578 -0.06 0.06 0.02
N -1.038 -0.709 -1.454 0.54 -1.73 -0.25
C -1.419 -1.952 -1.703 -0.03 1.01 -0.13
N -0.130 1.511 1.817 0.60 0.10 -0.02
H -2.396 0.955 0.803 -0.10 -0.04 -0.01
C 1.918 -0.093 -3.180 -0.44 0.10 0.01
H -3.388 1.841 1.993 -0.08 0.02 -0.01
H -0.498 3.896 -1.277 0.08 0.02 0.04
H -2.502 2.720 0.734 -0.10 -0.01 -0.01
H -1.677 6.018 -1.788 0.04 0.11 0.03
C -1.401 1.445 -1.490 -0.48 -1.60 -0.34
C -1.337 -0.964 3.840 0.24 -0.53 -0.60
C -3.495 5.036 -2.353 0.01 0.10 0.01
H 3.253 0.883 3.872 -0.04 0.09 0.06
N 2.124 0.485 0.735 1.26 0.11 0.51
H -4.015 5.959 -2.567 -0.06 0.04 -0.02
H 5.284 -0.087 2.880 0.14 -0.05 0.08
C 4.147 -0.979 -3.331 -0.67 0.27 -0.21
C 0.954 1.506 2.584 -0.92 0.55 0.66
C 4.280 -0.732 -1.981 -0.24 0.14 0.51
H -2.990 -2.704 1.579 -0.15 0.17 -0.01
C -4.138 3.817 -2.516 -0.07 0.08 -0.07
C 0.661 0.348 -3.859 -0.06 0.00 0.04
C -0.562 -3.040 -1.500 0.54 -0.53 0.19
H 4.956 -1.407 -3.904 0.07 -0.02 -0.02
O -0.474 -0.922 1.084 0.40 0.98 -0.86
H 1.823 2.119 4.473 0.10 -0.03 0.12
C -3.475 2.634 -2.249 0.22 -0.08 -0.01
H 0.307 1.275 -3.412 -0.07 -0.02 -0.01
H -1.646 -1.642 4.630 -0.07 -0.21 0.16
C 0.728 -2.998 -0.974 -0.66 -0.42 -0.40
H -2.939 -3.241 -2.505 0.04 -0.07 0.01
N 2.010 0.050 -1.851 1.34 -0.04 -0.39
H 2.801 -0.785 -4.998 -0.03 0.06 -0.06
C 4.416 0.099 2.271 -0.42 0.18 -0.09
Si -0.709 -1.910 2.289 -0.31 -0.82 0.84
C -0.262 2.539 4.369 -0.16 0.03 -0.11
C 3.260 0.020 0.175 0.24 0.10 1.23
H -2.354 2.797 3.943 -0.11 0.05 0.06
H 1.408 -3.231 1.934 0.06 -0.08 -0.25
C -1.279 1.954 2.287 -0.22 0.21 0.34
H -0.313 2.935 5.374 0.02 0.07 0.03
N -1.895 0.273 -1.795 -1.27 1.74 -0.48
O 1.297 -1.971 -0.496 0.56 0.06 0.04
```
Forces are in eV/Å.

Summary:
* spin multiplicity: 4
* DFT total energy: -83665.755 eV
* net charge: 0
* relative energy (zero: lowest compared OMol25 entry of this formula, charge and spin): 0.465 eV
* HOMO (spin up / spin down): -6.479 / -6.637 eV